Record 1
A single C4H4N2O molecule in a non-equilibrium geometry, computed with the ωB97M-V functional and the def2-TZVPD basis.

Cartesian coordinates (Å):
O1 1.081 1.220 1.372
C1 0.380 0.520 0.513
N1 0.608 -0.795 0.766
C2 -0.049 -1.532 -0.089
C3 -0.778 -1.034 -1.183
C4 -0.906 0.268 -1.220
N2 -0.411 1.111 -0.300
H1 0.721 2.204 1.357
H2 -0.077 -2.630 0.285
H3 -1.098 -1.715 -2.119
H4 -1.456 0.838 -1.898

Properties
SMILES: Oc1ncccn1
Kohn-Sham gap: 10.460 eV
charge: 0
highest occupied orbital energy: -9.724 eV
2S+1: 1

=====

Record 2
A 6-piece molecular cluster, C24H48O6 overall in a non-equilibrium geometry, computed with the ωB97M-V functional and the def2-TZVPD basis.

Cartesian coordinates (Å):
C1 -14.474 -28.896 27.920
C2 -15.374 -30.150 27.547
C3 -15.432 -30.133 26.016
O1 -15.367 -28.790 25.710
C4 -14.339 -28.187 26.556
H1 -13.550 -29.199 28.412
H2 -15.016 -28.206 28.566
H3 -16.402 -30.120 27.908
H4 -14.975 -31.117 27.853
H5 -16.285 -30.622 25.547
H6 -14.536 -30.446 25.481
H7 -14.411 -27.099 26.563
H8 -13.472 -28.457 25.954
C5 -15.703 -27.182 31.386
C6 -14.481 -26.472 30.935
C7 -13.338 -27.272 31.513
O2 -13.979 -28.350 32.173
C8 -15.310 -27.981 32.622
H9 -16.104 -27.886 30.656
H10 -16.544 -26.535 31.635
H11 -14.610 -25.507 31.425
H12 -14.408 -26.421 29.849
H13 -12.692 -26.724 32.200
H14 -12.616 -27.718 30.828
H15 -15.333 -27.544 33.620
H16 -15.765 -28.971 32.666
C9 -24.629 -29.491 25.778
C10 -23.618 -30.355 25.158
C11 -24.170 -31.706 25.290
O3 -24.898 -31.663 26.477
C12 -25.060 -30.335 26.976
H17 -25.477 -29.187 25.163
H18 -24.095 -28.595 26.095
H19 -22.643 -30.400 25.642
H20 -23.324 -30.038 24.157
H21 -23.396 -32.469 25.214
H22 -24.891 -31.816 24.479
H23 -24.216 -30.207 27.653
H24 -26.036 -29.993 27.322
C13 -24.505 -24.488 26.878
C14 -25.738 -24.513 26.003
C15 -26.464 -25.768 26.462
O4 -25.458 -26.606 27.102
C16 -24.569 -25.776 27.712
H25 -24.564 -23.625 27.541
H26 -23.597 -24.504 26.275
H27 -25.486 -24.548 24.943
H28 -26.256 -23.556 26.059
H29 -27.038 -26.292 25.698
H30 -27.211 -25.621 27.242
H31 -23.616 -26.289 27.841
H32 -24.854 -25.572 28.744
C17 -20.330 -28.367 28.594
C18 -21.472 -29.021 29.311
C19 -20.915 -29.044 30.756
O5 -19.477 -28.945 30.692
C20 -19.124 -29.021 29.251
H33 -20.303 -27.294 28.785
H34 -20.690 -28.551 27.582
H35 -21.619 -29.993 28.841
H36 -22.402 -28.466 29.185
H37 -21.316 -29.974 31.160
H38 -21.367 -28.185 31.252
H39 -18.995 -30.039 28.884
H40 -18.167 -28.527 29.087
C21 -24.001 -32.312 32.167
C22 -24.336 -32.059 30.656
C23 -23.107 -32.702 29.914
O6 -22.419 -33.458 30.928
C24 -22.560 -32.749 32.195
H41 -24.630 -33.138 32.497
H42 -24.121 -31.479 32.861
H43 -24.345 -30.972 30.571
H44 -25.209 -32.571 30.251
H45 -22.398 -32.019 29.447
H46 -23.387 -33.369 29.098
H47 -21.730 -32.045 32.259
H48 -22.377 -33.552 32.909

Properties
SMILES: C1CCOC1.C1CCOC1.C1CCOC1.C1CCOC1.C1CCOC1.C1CCOC1
Kohn-Sham gap: 9.936 eV
charge: 0
highest occupied orbital energy: -9.366 eV
2S+1: 1

=====

Record 3
C20H39N2O2OsP3 as an isolated structure in a non-equilibrium geometry, computed with the ωB97M-V functional and the def2-TZVPD basis.

Cartesian coordinates (Å):
P1 2.513 -0.744 -0.192
C1 3.226 -0.872 1.484
H1 4.283 -1.171 1.370
H2 2.665 -1.632 2.045
H3 3.161 0.094 2.014
C2 2.952 -2.366 -0.897
H4 3.017 -2.322 -1.990
H5 2.147 -3.057 -0.615
H6 3.900 -2.694 -0.453
C3 3.633 0.550 -0.851
H7 4.630 0.122 -1.002
H8 3.691 1.349 -0.099
H9 3.250 0.973 -1.788
P2 -0.867 2.861 -1.051
C4 -1.087 3.743 0.521
H10 -1.499 4.734 0.268
H11 -0.120 3.852 1.030
H12 -1.786 3.187 1.165
C5 0.356 3.909 -1.901
H13 0.329 3.779 -2.984
H14 1.364 3.644 -1.553
H15 0.172 4.956 -1.641
C6 -2.580 2.896 -1.666
H16 -2.800 3.914 -2.002
H17 -3.242 2.640 -0.827
H18 -2.760 2.186 -2.479
P3 -1.841 -1.958 -0.064
C7 -2.549 -2.329 1.563
H19 -3.261 -3.162 1.456
H20 -3.053 -1.433 1.957
H21 -1.728 -2.609 2.240
C8 -3.344 -1.793 -1.075
H22 -4.087 -2.485 -0.664
H23 -3.161 -2.005 -2.133
H24 -3.724 -0.766 -0.975
C9 -0.776 -3.371 -0.448
H25 -1.396 -4.276 -0.513
H26 -0.053 -3.467 0.370
H27 -0.232 -3.230 -1.388
Os1 -0.102 0.380 -1.348
C10 0.811 1.215 0.089
O1 1.243 1.718 1.071
C11 -1.466 0.246 0.029
O2 -2.119 0.627 0.962
C12 -1.329 0.007 -3.122
C13 -0.775 -1.286 -3.068
C14 0.604 -1.469 -3.084
C15 1.453 -0.369 -3.132
C16 0.928 0.928 -3.215
C17 -0.467 1.103 -3.356
H28 -2.405 0.132 -3.097
H29 -1.428 -2.151 -3.053
H30 1.018 -2.469 -2.990
H31 2.531 -0.519 -3.133
H32 1.605 1.776 -3.271
H33 -0.877 2.070 -3.620
C18 -0.885 0.540 4.841
N1 0.155 -0.352 4.311
C19 1.150 -0.855 5.260
C20 0.098 -0.885 3.122
N2 0.146 -1.401 2.068
H34 -0.783 0.521 5.928
H35 -1.889 0.194 4.560
H36 -0.746 1.565 4.475
H37 1.239 -1.948 5.212
H38 2.136 -0.407 5.077
H39 0.813 -0.559 6.249

Properties
Kohn-Sham gap (alpha / beta): 5.544 / 5.384 eV
charge: +4
highest occupied orbital energy (alpha / beta): -17.858 / -21.504 eV
2S+1: 5

=====

What is the charge in the first record?
0

=====

Which of these has the highest charge?
C20H39N2O2OsP3

=====

What is the formula in the first record?
C4H4N2O